a) 20
Properties=species:S:1:pos:R:3:lowdin_charge:R:1 method="wB97M-V/def2-TZVPD" smiles="CC1=[N+]([O-])C(C)(C)CO1" mol_weight_da=129.16 gap_ev="7.850 / 8.158"
C -2.9598 0.3895 -0.1255 -0.023
C -1.5910 -0.0236 -0.0569 -0.211
N -0.3363 0.7960 -0.2901 -0.182
O -0.2154 1.9916 -0.5852 -0.045
C 0.8329 -0.0812 0.0284 -0.428
C 1.7733 0.7147 0.9719 0.016
C 1.5229 -0.3030 -1.2919 -0.011
C 0.2003 -1.3593 0.5984 -0.054
O -1.2652 -1.1704 0.6322 -0.044
H -3.4598 -0.0600 -0.8599 0.023
H -2.9044 1.5190 -0.4205 0.129
H -3.5869 0.2936 0.8708 0.138
H 2.3219 1.4765 0.5574 0.064
H 2.4581 0.0118 1.2278 0.054
H 1.1431 0.9976 1.7674 0.087
H 2.0947 0.4421 -1.7004 0.070
H 0.8667 -0.6966 -1.9700 0.072
H 2.2262 -1.0401 -1.1230 0.070
H 0.5485 -2.2322 0.0611 0.116
H 0.3301 -1.6664 1.7079 0.160

=====

b) 20
Properties=species:S:1:pos:R:3:lowdin_charge:R:1 method="wB97M-V/def2-TZVPD" mol_weight_da=129.16 gap_ev=8.842
C 0.1284 0.5952 -0.2495 -0.388
C 0.7866 -0.4516 0.4041 -0.120
C 0.2690 1.8033 1.2146 -0.145
C 1.5460 0.3108 -0.6536 -0.056
C -1.1154 0.8257 -1.0220 -0.040
C 0.3055 -2.0800 -0.5209 -0.402
N -0.9545 -2.5669 -0.3482 0.135
O -0.8178 1.6190 2.0723 -0.065
O 1.1433 -2.6855 -1.1679 0.013
H -0.6023 0.9050 2.6879 0.090
H 1.0088 -0.7590 1.4146 0.119
H -1.6737 -2.0205 0.0943 0.091
H -1.1941 -3.4759 -0.7306 0.109
H 0.1685 2.7453 0.6781 0.098
H 1.2287 1.7824 1.7361 0.107
H 1.7400 -0.2156 -1.5847 0.103
H 2.3299 1.0003 -0.3526 0.099
H -1.0993 1.8179 -1.4807 0.086
H -1.9887 0.7630 -0.3683 0.081
H -1.2090 0.0872 -1.8230 0.085

=====

b) comes first in stability; the runner-up is 118.6 kJ/mol higher.

=====

a) 45
Properties=species:S:1:pos:R:3:lowdin_charge:R:1 method="wB97M-V/def2-TZVPD" smiles="CCN(CC)CCNC(=O)c1ccccc1C(=O)c1ncc[nH]1" mol_weight_da=314.39 gap_ev=7.665
C -0.5197 -1.4968 -1.3584 -0.061
C -1.3221 -1.7230 -0.0778 -0.248
N -2.3665 -0.7329 0.0597 -0.191
C -3.5583 -1.0001 -0.7158 -0.254
C -4.2442 0.2900 -1.1539 -0.078
C -2.6109 -0.2164 1.3864 -0.171
C -2.2455 1.2767 1.4803 -0.148
N -0.8314 1.4972 1.3075 0.092
C -0.3270 1.9669 0.1511 -0.457
O -1.0121 2.3716 -0.7710 0.059
C 1.1718 2.1169 0.0995 -0.057
C 1.6106 3.3174 -0.4544 -0.010
C 2.9543 3.5950 -0.6085 -0.059
C 3.8949 2.6479 -0.2371 -0.063
C 3.4806 1.4333 0.2708 -0.028
C 2.1249 1.1541 0.4583 -0.093
C 1.7993 -0.1715 1.0295 -0.273
O 1.0638 -0.3559 1.9941 0.065
C 2.4406 -1.3116 0.3915 -0.297
N 3.2347 -1.3257 -0.6624 0.135
C 3.5192 -2.6153 -0.9006 -0.129
C 2.8873 -3.4217 0.0216 -0.073
N 2.2092 -2.5836 0.8343 0.127
H -0.1205 -0.4860 -1.3689 0.071
H -1.1477 -1.6188 -2.2364 0.068
H 0.3037 -2.2047 -1.4266 0.061
H -0.6496 -1.6283 0.7770 0.082
H -1.7288 -2.7515 -0.0732 0.119
H -3.2592 -1.5542 -1.6068 0.106
H -4.2736 -1.6315 -0.1540 0.117
H -4.7111 0.7924 -0.3107 0.065
H -3.5076 0.9565 -1.5938 0.074
H -5.0135 0.0710 -1.8910 0.069
H -3.6682 -0.3296 1.6576 0.117
H -2.0174 -0.7600 2.1310 0.117
H -2.7487 1.8317 0.6882 0.107
H -2.5484 1.6656 2.4582 0.119
H -0.2118 1.0297 1.9586 0.108
H 0.8622 4.0301 -0.7670 0.120
H 3.2672 4.5406 -1.0252 0.106
H 4.9489 2.8485 -0.3566 0.106
H 4.2114 0.6888 0.5438 0.111
H 4.1553 -2.8993 -1.7145 0.099
H 2.8777 -4.4854 0.1431 0.111
H 1.6261 -2.8182 1.6228 0.163

=====

b) 45
Properties=species:S:1:pos:R:3:lowdin_charge:R:1 method="wB97M-V/def2-TZVPD" mol_weight_da=314.39 gap_ev=8.725
O 2.6187 1.2370 5.4024 0.094
O 1.0658 -4.1966 -2.0260 0.036
N -0.7519 1.6135 3.0615 0.134
C 1.5829 1.8030 5.6634 -0.473
C 0.8357 -2.9995 -1.8976 -0.413
C -0.9532 1.3320 1.7495 -0.074
C 0.5007 1.8957 3.4862 -0.235
C 1.5345 2.0443 2.5600 0.015
C 1.3106 1.8554 1.2051 -0.025
C 0.0601 1.4209 0.7921 -0.220
N 1.4078 -2.3285 -0.8050 0.070
N 0.6209 2.2354 4.8406 0.040
N 1.1459 -0.9297 -0.5424 -0.013
C 0.7006 1.7062 6.8863 -0.038
C -0.2477 1.1493 -0.7039 -0.085
C -0.3510 2.1621 5.8986 -0.146
C -1.3580 -1.9799 -4.9138 -0.227
C -1.3799 -0.4739 -4.7312 -0.207
C -0.1990 -2.6664 -4.2380 -0.148
C -1.3970 -0.0846 -3.2608 -0.163
C -0.2590 -2.3046 -2.7175 -0.168
C -0.1669 -0.3786 -1.0275 -0.264
C -0.2010 -0.7585 -2.5297 -0.233
H -1.9780 1.1261 1.4563 0.116
H 2.5065 2.3251 2.9074 0.109
H 2.0845 2.0066 0.4736 0.119
H 2.1868 -2.8049 -0.3447 0.152
H 1.3024 -0.7321 0.4799 0.130
H 0.9948 2.4166 7.6535 0.114
H 0.5584 0.6834 7.2958 0.136
H 0.4991 1.6689 -1.2611 0.108
H -1.2380 1.5245 -0.9356 0.112
H -1.1577 1.4185 5.7780 0.124
H -0.8380 3.1279 6.1578 0.128
H -2.2582 -2.4644 -4.4987 0.122
H -1.3270 -2.1822 -6.0080 0.121
H -0.4853 -0.0584 -5.2244 0.123
H -2.2817 -0.0937 -5.2196 0.111
H 0.7282 -2.3649 -4.7119 0.122
H -0.3233 -3.7404 -4.3912 0.118
H -2.3182 -0.4142 -2.7824 0.124
H -1.3010 1.0040 -3.2174 0.109
H -1.2103 -2.5952 -2.2994 0.150
H -0.9727 -0.8328 -0.4532 0.143
H 0.7096 -0.3725 -3.0068 0.157

=====

a) comes first in stability; the runner-up is 147.5 kJ/mol higher.

=====

a) 8
Properties=species:S:1:pos:R:3:lowdin_charge:R:1 method="wB97M-V/def2-TZVPD" mol_weight_da=80.11 gap_ev="5.406 / 10.048"
C 0.4240 -0.3093 0.8329 -0.099
O 0.0475 0.2641 1.9912 -0.053
O 0.1274 -0.5089 -1.6669 -0.717
S -0.6917 -1.2557 -2.6455 0.783
H 0.7516 0.2256 -0.1063 0.051
H 0.0628 1.2432 1.9709 0.110
H 0.1077 -1.2446 0.5937 0.009
H -1.8061 -0.3959 -2.9594 -0.083

=====

b) 8
Properties=species:S:1:pos:R:3:lowdin_charge:R:1 method="wB97M-V/def2-TZVPD" smiles="O=CO.S" mol_weight_da=80.11 gap_ev=10.630
O 2.0841 -2.0457 -0.2200 0.067
C 1.0260 -1.7007 -0.6568 -0.408
O 0.8309 -1.1000 -1.8339 0.076
H 0.0945 -1.8820 -0.0960 0.141
H 1.7011 -0.7583 -2.1061 0.125
S -2.1402 1.9504 1.3006 0.447
H -1.3590 2.2420 2.3583 -0.224
H -2.2376 3.2943 1.2538 -0.223

=====

c) 8
Properties=species:S:1:pos:R:3:lowdin_charge:R:1 method="wB97M-V/def2-TZVPD" mol_weight_da=80.11 gap_ev=9.904
C -2.0831 0.4360 -0.0480 -0.177
O -1.3167 1.0300 0.6483 -0.024
O 0.7010 -0.2319 0.0206 -0.659
S 2.1656 -0.0203 -0.0195 0.790
H -2.9253 -0.2103 0.1610 0.063
H 2.6884 -0.5466 1.1798 -0.044
H -2.1114 0.5832 -1.2044 0.096
H 2.8814 -1.0401 -0.7378 -0.044

=====

b) comes first in stability; the runner-up is 280.9 kJ/mol higher.

=====

a) 8
Properties=species:S:1:pos:R:3:lowdin_charge:R:1 method="wB97M-V/def2-TZVPD" smiles="O=CO.S" mol_weight_da=80.11 gap_ev=10.521
O 2.8561 1.0103 -0.3138 0.094
C 2.5711 0.1657 -1.0794 -0.343
O 1.3131 -0.4947 -0.9679 0.008
H 3.0180 -0.1307 -2.1214 0.167
H 0.7757 0.1920 -0.5974 0.073
S -2.9326 -0.2456 1.4783 0.405
H -4.0442 0.3268 0.9806 -0.238
H -3.5571 -0.8237 2.6211 -0.167

=====

b) 8
Properties=species:S:1:pos:R:3:lowdin_charge:R:1 method="wB97M-V/def2-TZVPD" mol_weight_da=80.11 gap_ev="6.785 / 9.936"
C -0.1448 1.5241 0.9908 0.141
O 1.3497 -2.0167 -0.3869 -0.425
O -1.0726 -1.9050 -0.6852 -0.433
S 0.2301 -1.1853 -0.7970 0.784
H -0.9132 1.9674 0.5165 -0.040
H -0.4619 0.6105 1.3370 -0.040
H 0.6447 2.1165 1.1882 -0.031
H 0.3680 -1.1115 -2.1633 0.044

=====

a) comes first in stability; the runner-up is 406.7 kJ/mol higher.

=====

a) 24
Properties=species:S:1:pos:R:3:lowdin_charge:R:1 method="wB97M-V/def2-TZVPD" total_charge=-1 mol_weight_da=138.21 gap_ev="2.961 / 6.870" multiplicity=2
C 2.1840 -2.3045 2.3740 -0.195
C 1.6903 -1.4710 1.1705 -0.163
H 1.2761 -2.7844 2.7067 0.045
H 2.9829 -2.9910 2.0362 0.050
H 2.7392 -1.8489 3.2045 0.046
H 0.5966 -1.7369 1.0171 0.064
H 2.1522 -2.0354 0.3361 0.057
H 2.0375 -0.4542 0.9844 0.067
C -1.8439 -1.9378 -0.2596 -0.119
C -1.4251 0.3798 0.5839 -0.153
C -1.1613 -0.5985 -0.3432 -0.438
C -0.8737 1.7042 0.3435 -0.104
C 0.0002 1.8042 -0.6602 -0.387
C -0.3501 -0.3417 -1.4145 -0.187
C 0.3395 0.7987 -1.6581 -0.095
O 0.5907 3.0155 -0.9707 -0.012
H -1.8979 0.1793 1.5134 0.038
H -1.1498 2.6339 0.9653 0.109
H -2.7148 -2.1480 -0.9510 0.061
H -2.1158 -2.0553 0.8850 0.092
H -0.3078 -1.0824 -2.1366 0.068
H 0.3676 3.7821 -0.5314 0.031
H 1.1246 0.9405 -2.3985 0.068
H -1.1757 -2.7230 -0.6836 0.057

=====

b) 24
Properties=species:S:1:pos:R:3:lowdin_charge:R:1 method="wB97M-V/def2-TZVPD" total_charge=-1 mol_weight_da=138.21 gap_ev="2.883 / 6.869" multiplicity=2
C -1.5146 -1.6307 2.2373 -0.117
C -0.1751 -0.9093 0.2190 -0.151
C -0.2232 -1.2038 1.6048 -0.379
C 1.1023 -0.5878 -0.3491 -0.139
C 2.2470 -0.6002 0.3922 -0.401
C 0.9512 -1.3017 2.3071 -0.145
C 2.2232 -1.0398 1.7402 -0.108
O 3.5005 -0.3354 -0.1487 -0.026
H -1.0632 -0.7096 -0.3745 0.048
H 1.1916 -0.4305 -1.4193 0.079
H -1.8244 -2.6184 1.8535 0.059
H -2.3281 -0.9388 1.9533 0.060
H 0.9498 -1.6343 3.3424 0.080
H 3.3807 -0.0142 -1.0473 0.070
H 3.1354 -1.1671 2.3077 0.062
H -1.4662 -1.6809 3.3218 0.052
C -0.6036 2.2672 -1.8696 -0.173
C -1.9267 1.9377 -2.5684 -0.179
H -0.5251 1.7733 -0.9014 0.047
H 0.2340 1.9270 -2.4780 0.051
H -0.4758 3.3500 -1.7994 0.054
H -1.8075 1.9385 -3.6633 0.054
H -2.7051 2.6722 -2.3442 0.051
H -2.2773 0.9366 -2.3160 0.052

=====

c) 24
Properties=species:S:1:pos:R:3:lowdin_charge:R:1 method="wB97M-V/def2-TZVPD" total_charge=-1 mol_weight_da=138.21 gap_ev="3.027 / 6.335" multiplicity=2
C 0.7617 2.9764 0.9717 -0.121
C -1.2107 0.1916 -0.9045 -0.113
C -1.3860 -0.6451 0.2810 -0.466
C -0.3628 1.3086 -0.6793 -0.161
C -0.1414 1.7830 0.6330 -0.340
C -1.2370 -0.2829 1.5936 -0.121
C -0.6441 0.9970 1.7876 -0.142
O -1.7198 -1.8660 -0.0560 -0.028
H -1.3704 -0.0689 -1.8737 0.021
H -0.2284 2.0264 -1.5367 0.090
H -1.4255 -1.1879 2.1528 0.073
H -1.5067 -2.6179 0.5891 0.131
H 1.1622 2.6825 2.0359 0.080
H 0.1966 3.8438 0.9164 0.010
H -0.3789 1.3021 2.7534 0.022
H 1.7485 3.1044 0.3200 0.090
C 2.5000 -1.2937 -0.9875 -0.171
C 2.0558 -2.2924 -2.0427 -0.153
H 3.4552 -1.4413 -0.4984 0.057
H 2.7397 -0.3430 -1.2825 0.023
H 1.8157 -1.0308 -0.2360 0.043
H 1.9249 -1.9288 -3.0460 0.043
H 0.9619 -2.6843 -1.7851 0.101
H 2.6505 -3.1837 -1.9787 0.034

=====

d) 24
Properties=species:S:1:pos:R:3:lowdin_charge:R:1 method="wB97M-V/def2-TZVPD" total_charge=-1 mol_weight_da=138.21 gap_ev="3.037 / 7.542" multiplicity=2
C 1.6581 1.9968 2.0010 -0.116
C -0.8625 -0.4918 0.9368 -0.163
C -0.3175 0.6249 1.4560 -0.163
C -0.0797 -1.5782 0.5266 -0.420
C 1.0588 0.6739 1.5683 -0.368
C 1.3071 -1.4009 0.3455 -0.113
C 1.8727 -0.2628 0.9827 -0.137
O -0.5697 -2.7822 0.0105 -0.113
H -1.9414 -0.7465 0.9672 0.080
H -0.9708 1.3423 1.8132 0.060
H -1.5254 -3.0297 0.4492 0.149
H 1.9575 -2.0316 -0.2421 0.067
H 1.0311 2.6594 2.6631 0.071
H 2.0242 2.5428 1.0880 0.071
H 3.0214 -0.1584 0.9192 0.110
H 2.6349 1.8683 2.5216 0.054
C -1.3039 0.8459 -2.2672 -0.183
C -1.2790 -0.7038 -2.1901 -0.189
H -0.6214 1.2363 -3.1615 0.087
H -2.3192 1.2872 -2.4114 0.052
H -0.9484 1.4087 -1.4521 0.010
H -1.5080 -1.1295 -3.1039 0.010
H -0.2375 -1.1301 -1.9517 0.080
H -2.0815 -1.0411 -1.4690 0.065

=====

b) comes first in stability; the runner-up is 131.9 kJ/mol higher.